No. 1
# C26H80O27

14 unconnected molecules or ions with the total composition C26H80O27 at a distorted geometry (ωB97M-V with the def2-TZVPD basis set, the OMol25 dataset).

```
133
Properties=species:S:1:pos:R:3:mulliken_charge:R:1
O -0.0362 -0.5969 0.7531 1.19
H -0.8345 -0.5973 1.3239 -0.38
H -0.2085 -1.2038 -0.0153 -0.36
C -3.8771 0.0747 1.0322 0.76
C -5.1521 0.9524 1.2396 -0.97
O -4.8429 2.3354 1.5148 -0.53
O -3.0252 0.1390 2.2199 -0.45
H -3.2687 0.5580 0.2043 -0.52
H -4.0414 -1.0331 0.9002 0.32
H -5.8303 0.5574 1.9860 0.34
H -5.5917 0.8512 0.3075 0.48
H -4.7350 2.9143 0.7342 0.20
H -2.9192 1.0576 2.4311 0.23
C -1.4147 -2.9413 -1.5428 -0.55
C -2.6826 -2.3775 -0.9556 0.46
O -3.2796 -1.4404 -1.8368 -0.53
O -0.5637 -1.8280 -1.7114 0.77
H -1.6433 -3.4874 -2.4338 0.53
H -0.9373 -3.5957 -0.8152 -0.21
H -2.4026 -2.1026 0.0746 -0.77
H -3.3782 -3.1874 -0.7347 0.58
H -2.7393 -0.6520 -1.9012 0.40
H 0.0774 -1.9899 -2.4229 -0.56
C -2.9979 4.8291 -0.8824 -0.54
C -2.0717 4.3787 0.2448 -0.42
O -1.7275 3.0158 -0.0654 0.22
O -4.2534 4.2004 -0.8541 -0.56
H -2.4745 4.5551 -1.8281 0.12
H -3.1663 5.9319 -0.8621 0.45
H -2.5873 4.4153 1.2013 0.38
H -1.2363 5.0375 0.1753 0.37
H -0.9704 2.8673 0.5389 -0.17
H -4.8750 4.6249 -1.4511 0.26
C 1.5904 5.8174 -2.7594 -0.53
C 0.8899 5.3132 -3.9658 -0.25
O 1.1760 3.8745 -3.9355 -0.49
O 1.2487 4.9948 -1.6290 -0.36
H 1.3471 6.8593 -2.5366 0.36
H 2.6830 5.6406 -2.9338 0.26
H 1.3464 5.8852 -4.7928 0.34
H -0.2468 5.4502 -4.0257 0.22
H 0.6615 3.3179 -4.5315 0.34
H 1.3762 4.1149 -1.9260 0.22
C -2.5069 -2.3392 -5.2581 -0.25
C -1.6367 -1.8251 -6.3537 -0.36
O -0.5102 -1.0640 -5.8797 -0.38
O -1.8439 -3.3354 -4.5384 -0.38
H -3.4692 -2.7117 -5.6838 0.39
H -2.8472 -1.6667 -4.4778 0.02
H -2.2933 -1.2297 -7.0372 0.39
H -1.3290 -2.7367 -7.0181 0.21
H -0.0713 -1.6811 -5.2942 0.26
H -2.0043 -4.2184 -4.8805 0.25
C 2.6799 -2.2660 -3.7221 -0.86
C 2.8263 -2.9632 -2.3783 1.36
O 3.0967 -4.3543 -2.4932 -0.67
O 1.2771 -2.5030 -4.0807 -0.69
H 3.3713 -2.5268 -4.4619 0.50
H 2.6176 -1.1989 -3.6730 0.30
H 1.8222 -2.8753 -1.9246 -0.48
H 3.6499 -2.4934 -1.7284 -0.49
H 2.4288 -4.9140 -2.0698 0.46
H 1.0854 -3.3957 -4.2968 0.25
C -0.9195 1.2494 -2.8500 2.59
C -1.0376 1.7242 -4.2918 -1.36
O 0.1979 1.6872 -4.9524 -0.69
O -2.1745 1.0543 -2.2564 -0.64
H -0.3053 1.9000 -2.2051 -0.84
H -0.3880 0.2792 -2.9000 -0.62
H -1.4379 2.7252 -4.1918 0.15
H -1.8164 1.1675 -4.6091 0.66
H 0.2413 0.9366 -5.5704 0.36
H -2.2394 1.7124 -1.5476 0.03
C 2.1428 -1.4865 3.2654 -0.36
C 2.1788 -0.0723 3.8685 -0.27
O 0.8479 0.3822 3.9697 -0.56
O 3.3362 -2.1968 3.4834 -0.69
H 1.8919 -1.4074 2.1858 0.09
H 1.2852 -2.0478 3.6731 0.42
H 2.8264 0.6500 3.3612 0.16
H 2.6366 -0.2092 4.8842 0.32
H 0.2046 -0.3779 4.0094 0.31
H 3.9066 -1.8594 2.8029 0.46
C -1.0209 2.5493 6.2148 0.35
C -0.1782 3.1002 7.3727 -0.54
O -0.8039 3.9742 8.3068 -0.52
O -1.7197 3.4760 5.4163 -0.55
H -1.7227 1.8523 6.6025 0.33
H -0.4581 1.8485 5.6149 -0.26
H 0.8492 3.4312 7.0912 0.30
H 0.0914 2.2837 8.0260 0.31
H -1.1851 4.7424 7.8735 0.31
H -1.0773 3.8111 4.7687 0.32
C 1.8810 -4.6788 2.0664 -1.03
C 2.0036 -4.0883 0.7010 1.03
O 1.6963 -5.0823 -0.3076 -0.61
O 0.6126 -5.1686 2.4455 -0.44
H 2.1634 -3.9536 2.8107 0.41
H 2.6231 -5.5073 2.0757 0.58
H 3.1357 -3.8398 0.6216 0.00
H 1.3830 -3.1644 0.6407 -0.60
H 0.8891 -5.4954 -0.0102 0.32
H 0.9100 -5.9359 3.0183 0.32
C 1.4386 3.2143 1.4940 -0.78
C 1.9041 2.3154 0.4458 0.51
O 1.9841 1.0040 0.9239 -0.19
O 0.1705 2.7782 2.0146 -0.55
H 1.3271 4.2186 1.0463 0.41
H 2.1973 3.1823 2.2661 0.55
H 2.8234 2.5968 0.0759 0.71
H 1.2640 2.2504 -0.4507 -0.87
H 1.0997 0.5676 0.7611 -0.20
H 0.4013 1.9622 2.5899 0.09
C 6.1204 -1.4842 0.0176 -0.81
C 4.9058 -0.5877 0.0117 -0.43
O 3.9776 -0.9123 1.0424 0.15
O 7.0730 -0.7473 -0.6930 -0.54
H 5.9202 -2.4507 -0.3761 0.38
H 6.3036 -1.5632 1.0757 0.33
H 4.3683 -0.5945 -0.9176 0.38
H 5.3079 0.3926 0.2172 0.46
H 3.2780 -0.2319 0.9657 0.06
H 7.8730 -1.3439 -0.7233 0.33
C -2.3233 -3.7349 2.8571 -0.79
C -1.1377 -2.9677 3.3498 0.40
O -1.4751 -1.6961 3.8451 -0.62
O -3.1347 -2.8177 2.1389 -0.48
H -2.9778 -4.1640 3.6548 0.29
H -2.0823 -4.5167 2.1100 0.27
H -0.5188 -2.7519 2.4564 -0.37
H -0.5255 -3.4778 4.0587 0.76
H -2.0322 -1.2647 3.1966 0.20
H -3.7092 -2.3722 2.7842 0.34
```

Highest occupied orbital energy: -9.643 eV
Energy above the lowest of the compared OMol25 structures with the same formula, charge and spin: 35.6 kcal/mol
Gap between HOMO and LUMO: 9.9 eV
Molecular weight: 824.9 g/mol
DFT total energy: -83535.2576 eV

=====

No. 2
# C8H15N

A molecular structure, C8H15N at a distorted geometry (ωB97M-V with the def2-TZVPD basis set, the OMol25 dataset).

```
24
Properties=species:S:1:pos:R:3:mulliken_charge:R:1
C 0.6452 0.5229 -0.4859 -0.03
C -0.0935 -0.6783 -0.5074 1.88
C 0.3135 1.3546 -1.7091 -0.49
C -0.5344 -0.7112 -1.9768 -0.54
C -1.2717 0.3384 0.7409 -0.72
C 1.7451 0.9044 0.4420 -1.80
C 0.2697 -1.9504 0.1856 -1.86
C -0.9331 0.2420 2.2030 -1.00
N 0.4971 0.1628 -2.4891 -0.72
H -0.6947 1.8180 -1.6592 0.22
H 1.0584 2.1235 -1.9177 0.38
H -0.4779 -1.7158 -2.4019 0.39
H -1.5841 -0.3516 -2.0721 0.27
H -1.4718 1.3525 0.4061 0.37
H -2.1148 -0.2790 0.4417 0.42
H 1.9937 0.1331 1.1692 0.27
H 1.5121 1.8271 0.9775 0.39
H 2.6349 1.0943 -0.1628 0.49
H -0.6177 -2.5663 0.3452 0.34
H 0.9582 -2.4994 -0.4610 0.50
H 0.7741 -1.8006 1.1389 0.37
H -1.8019 0.5402 2.8006 0.39
H -0.6848 -0.7748 2.5075 0.25
H -0.1218 0.9134 2.4848 0.23
```

Highest occupied orbital energy (alpha / beta): -6.624 / -6.634 eV
Energy above the lowest of the compared OMol25 structures with the same formula, charge and spin: 108.8 kcal/mol
Gap between HOMO and LUMO (alpha / beta): 7.5 / 7.5 eV
Molecular weight: 125.2 g/mol
DFT total energy: -10024.6572 eV

=====

No. 3
# C29H44BrN5OPb

A molecular structure, C29H44BrN5OPb (ωB97M-V with the def2-TZVPD basis set, the OMol25 dataset).

```
81
Properties=species:S:1:pos:R:3:mulliken_charge:R:1
Pb 0.1864 -0.1697 -0.0774 0.93
C -3.6884 -3.9440 5.3171 -1.60
C -2.7551 -4.8847 4.5407 1.94
C -1.5996 -5.3112 5.4615 -1.65
C -3.5371 -6.1378 4.1515 -2.08
C -2.1891 -4.1593 3.3162 -0.38
C -1.3254 -3.0827 3.4789 -0.85
C -0.7723 -2.5043 2.3615 0.00
Br 0.4240 -1.0244 2.6706 -0.27
C -0.9770 -2.8968 1.0219 1.01
O -0.3224 -2.3635 0.0154 -1.01
C -1.9345 -3.9328 0.8655 -0.44
C -2.4769 -4.5269 2.0064 0.39
C -2.3719 -4.5008 -0.5019 2.10
C -1.7173 -5.8795 -0.6849 -1.57
C -1.9926 -3.6342 -1.7114 -1.80
C -3.9035 -4.6529 -0.5482 -1.75
H -4.0426 -4.4314 6.2314 0.43
H -4.5576 -3.6720 4.7127 0.36
H -3.1722 -3.0240 5.6046 0.31
H -1.9840 -5.8849 6.3107 0.45
H -1.0651 -4.4456 5.8610 0.32
H -0.8808 -5.9315 4.9196 0.37
H -3.8635 -6.6587 5.0556 0.43
H -2.9212 -6.8281 3.5689 0.41
H -4.4304 -5.8902 3.5722 0.36
H -1.0798 -2.6956 4.4607 0.40
H -3.1795 -5.3356 1.8555 0.36
H -0.6279 -5.7881 -0.6591 0.32
H -2.0025 -6.3104 -1.6507 0.44
H -2.0212 -6.5714 0.1053 0.31
H -0.9155 -3.5604 -1.8397 0.22
H -2.3885 -2.6194 -1.6141 0.31
H -2.4239 -4.0886 -2.6081 0.50
H -4.2895 -5.3444 0.2017 0.33
H -4.1991 -5.0371 -1.5287 0.47
H -4.3896 -3.6841 -0.4017 0.38
C -0.8505 3.7030 -0.3270 -0.77
N -1.5535 4.8960 -0.8063 0.09
C -1.2711 5.0475 -2.2399 -0.70
N -1.6904 3.8718 -3.0130 0.06
C -0.9843 2.7028 -2.4830 -0.79
N -1.2575 2.4871 -1.0512 0.40
C -2.7089 2.3229 -0.8843 -0.82
N -3.4562 3.4843 -1.3786 0.07
C -2.9954 4.6700 -0.6438 -0.64
C -3.1292 3.6697 -2.7987 -0.74
H -1.0657 3.5668 0.7357 0.26
H 0.2242 3.8459 -0.4557 0.26
H -0.1990 5.1958 -2.3758 0.34
H -1.7982 5.9259 -2.6152 0.33
H 0.0910 2.8412 -2.6188 0.32
H -1.3000 1.8155 -3.0373 0.31
H -2.9268 2.1816 0.1764 0.32
H -3.0268 1.4330 -1.4309 0.32
H -3.2158 4.5368 0.4163 0.34
H -3.5347 5.5452 -1.0073 0.33
H -3.6696 4.5386 -3.1777 0.32
H -3.4486 2.7869 -3.3536 0.35
C 3.5748 0.9546 2.6132 -0.86
N 3.7555 2.0402 1.6665 -0.06
C 3.5147 3.3265 2.2927 -0.97
C 2.9384 1.8730 0.4818 -0.31
C 3.3206 0.6649 -0.3543 0.36
C 4.6336 0.5918 -0.8198 -0.61
C 5.0362 -0.4551 -1.6361 -0.51
C 4.1212 -1.4400 -1.9963 -0.64
C 2.8206 -1.3742 -1.5184 -0.19
C 2.3981 -0.3296 -0.6897 -0.44
H 4.2925 1.0531 3.4278 0.36
H 3.7378 -0.0041 2.1207 0.34
H 2.5581 0.9542 3.0485 0.14
H 4.1344 3.4213 3.1844 0.33
H 2.4596 3.4591 2.5917 0.31
H 3.7804 4.1312 1.6054 0.31
H 3.0604 2.7749 -0.1232 0.47
H 1.8636 1.8202 0.7520 -0.08
H 5.3386 1.3654 -0.5303 0.41
H 6.0580 -0.5038 -1.9909 0.37
H 4.4214 -2.2545 -2.6469 0.40
H 2.1196 -2.1608 -1.7942 0.43
```

Highest occupied orbital energy: -7.386 eV
Energy above the lowest of the compared OMol25 structures with the same formula, charge and spin: 8.1 kcal/mol
Gap between HOMO and LUMO: 7.3 eV
Molecular weight: 765.8 g/mol
DFT total energy: -115574.2126 eV

=====

What is the DFT total energy in the third record?
-115574.2126 eV

=====

Copy entry 2 word for word.
# C8H15N

A molecular structure, C8H15N at a distorted geometry (ωB97M-V with the def2-TZVPD basis set, the OMol25 dataset).

```
24
Properties=species:S:1:pos:R:3:mulliken_charge:R:1
C 0.6452 0.5229 -0.4859 -0.03
C -0.0935 -0.6783 -0.5074 1.88
C 0.3135 1.3546 -1.7091 -0.49
C -0.5344 -0.7112 -1.9768 -0.54
C -1.2717 0.3384 0.7409 -0.72
C 1.7451 0.9044 0.4420 -1.80
C 0.2697 -1.9504 0.1856 -1.86
C -0.9331 0.2420 2.2030 -1.00
N 0.4971 0.1628 -2.4891 -0.72
H -0.6947 1.8180 -1.6592 0.22
H 1.0584 2.1235 -1.9177 0.38
H -0.4779 -1.7158 -2.4019 0.39
H -1.5841 -0.3516 -2.0721 0.27
H -1.4718 1.3525 0.4061 0.37
H -2.1148 -0.2790 0.4417 0.42
H 1.9937 0.1331 1.1692 0.27
H 1.5121 1.8271 0.9775 0.39
H 2.6349 1.0943 -0.1628 0.49
H -0.6177 -2.5663 0.3452 0.34
H 0.9582 -2.4994 -0.4610 0.50
H 0.7741 -1.8006 1.1389 0.37
H -1.8019 0.5402 2.8006 0.39
H -0.6848 -0.7748 2.5075 0.25
H -0.1218 0.9134 2.4848 0.23
```

Highest occupied orbital energy (alpha / beta): -6.624 / -6.634 eV
Energy above the lowest of the compared OMol25 structures with the same formula, charge and spin: 108.8 kcal/mol
Gap between HOMO and LUMO (alpha / beta): 7.5 / 7.5 eV
Molecular weight: 125.2 g/mol
DFT total energy: -10024.6572 eV

=====

The lowest molecular weight belongs to which entry?
C8H15N